Entry 1:
Computed, not measured: C3H5N3 in the gas phase, with ωB97M-V/def2-TZVPD.

Values from the calculation:
* net charge: 0
* relative energy (zero: lowest compared OMol25 entry of this formula, charge and spin): 3.8861 eV
* structure (SMILES): Nc1ccn[nH]1
* orbital gap: 9.39 eV
* LUMO level: 0.780 eV

Atoms and positions in Å:
1 N -1.79077 -0.16796 0.31789
2 C -0.46112 0.06360 -0.06598
3 C 0.43531 -1.01264 -0.20401
4 C 1.69065 -0.34000 0.09241
5 N 1.57320 0.96236 0.22339
6 N 0.25599 1.23213 0.04308
7 H -1.74920 -0.97657 0.93562
8 H -2.53635 -0.29084 -0.35714
9 H -0.09372 -0.89366 -1.26185
10 H 2.63676 -0.78235 0.40706
11 H 0.03924 2.20593 -0.13048

Forces on the atoms, in the same order (eV/Å):
N -0.27 0.27 -0.04
C 0.21 0.98 0.70
C -0.23 0.61 -0.21
C 0.24 0.28 -0.43
N 0.01 -0.51 -0.09
N -0.41 -0.07 0.32
H -0.26 0.20 -0.44
H 0.30 0.36 -0.11
H 1.12 -1.80 0.53
H -0.20 0.04 -0.66
H -0.49 -0.35 0.44

---

Entry 2:
Computed, not measured: a gas-phase ion, CH5N2O3 (charge +1), with ωB97M-V/def2-TZVPD.

Values from the calculation:
* net charge: +1
* relative energy (zero: lowest compared OMol25 entry of this formula, charge and spin): 0.2924 eV
* structure (SMILES): NC(=[NH2+])OOO
* orbital gap: 11.87 eV
* LUMO level: -3.915 eV

Atoms and positions in Å:
1 N -0.63278 -0.19816 -1.01555
2 C 0.32358 0.45559 -0.42751
3 N 1.40790 0.88308 -1.04682
4 O 0.07953 0.65254 1.07257
5 O -1.02965 0.06396 1.59123
6 O -1.00500 -1.26217 1.94252
7 H -0.67670 -0.55891 -2.03237
8 H -1.31343 -0.50434 -0.33482
9 H 1.42677 0.73995 -2.09467
10 H 2.33349 1.10628 -0.63207
11 H -0.91372 -1.37781 2.97749

Forces on the atoms, in the same order (eV/Å):
N -0.32 -0.65 -1.44
C -0.73 -0.78 2.23
N 0.62 0.02 -0.65
O 4.19 0.08 -3.28
O -3.29 1.21 0.01
O 1.26 -1.97 1.74
H 0.28 0.96 2.46
H -0.76 -0.22 -0.37
H -0.01 0.28 1.80
H -1.35 -0.05 0.05
H 0.09 1.13 -2.54

---

Entry 3:
Computed, not measured: a molecular structure, C51H36BBiBrF8N3O3PS, with ωB97M-V/def2-TZVPD.

Values from the calculation:
* net charge: +1
* orbital gap: 7.09 eV
* LUMO level: -3.754 eV

Atoms and positions in Å:
1 Bi -1.28749 0.60908 1.24302
2 C 1.37032 -2.03063 4.77731
3 O 0.38391 -2.89538 3.97518
4 C -0.24670 -2.07797 3.13911
5 N 0.01176 -0.82636 3.15713
6 C 1.14207 -0.66724 4.19291
7 C 0.85596 0.31119 5.22436
8 C -0.35894 0.38199 5.84417
9 C -0.62468 1.30828 6.86823
10 C 0.30919 2.18039 7.26381
11 C 1.58012 2.17830 6.62813
12 C 1.86214 1.18036 5.68708
13 C -1.42123 -2.63087 2.48878
14 C -1.91956 -3.88008 2.76920
15 C -3.28711 -4.19785 2.48202
16 C -4.04794 -3.20637 1.94804
17 C -3.43996 -2.01703 1.56794
18 N -2.21572 -1.65286 1.91017
19 C -4.13084 -0.93290 0.87082
20 N -3.58995 0.19364 0.66508
21 C -4.60358 1.05505 0.00318
22 C -5.86537 0.35764 0.51478
23 O -5.44734 -1.03115 0.58528
24 C -4.43093 1.10658 -1.51596
25 C -4.15348 -0.00264 -2.30831
26 C -4.18121 0.07443 -3.68161
27 C -4.46611 1.28324 -4.26804
28 C -4.76076 2.43170 -3.51945
29 C -4.76808 2.31897 -2.16483
30 H 2.24565 -2.65155 4.60075
31 H 0.96537 -2.08053 5.83468
32 H 2.00835 -0.33560 3.65096
33 H -1.18870 -0.25938 5.42812
34 H -1.66679 1.33196 7.23395
35 H 0.16448 2.85157 8.06445
36 H 2.26963 2.95177 6.95182
37 H 2.86444 1.10314 5.35557
38 H -1.25891 -4.54332 3.36664
39 H -3.74993 -5.12015 2.82051
40 H -5.11204 -3.34275 1.79898
41 H -4.52825 2.07129 0.43885
42 H -6.69860 0.41135 -0.15525
43 H -6.18627 0.72973 1.52050
44 H -3.79022 -0.95162 -1.90953
45 H -3.88983 -0.76529 -4.25411
46 H -4.36163 1.41925 -5.34230
47 H -5.04109 3.37429 -3.95319
48 H -4.93712 3.23276 -1.61025
49 F 6.14158 3.42774 3.13353
50 C 5.18376 2.74828 2.57405
51 C 5.48356 1.78328 1.58858
52 F 6.73727 1.60654 1.24679
53 C 4.42307 1.09136 1.00889
54 F 4.69782 0.04625 0.19235
55 C 3.10722 1.29978 1.42015
56 P 1.69287 0.30247 0.77565
57 C 2.18035 -1.44627 0.98767
58 C 1.43197 -2.40725 0.24599
59 C 1.59037 -3.75527 0.47024
60 C 2.64882 -4.21308 1.22994
61 C 3.43739 -3.29784 1.90053
62 C 3.17138 -1.94225 1.81459
63 C 2.11701 0.69045 -0.96528
64 C 1.77683 2.01389 -1.34524
65 C 2.06708 2.44659 -2.60238
66 C 2.73252 1.63335 -3.53381
67 C 3.10809 0.36892 -3.13516
68 C 2.71235 -0.13997 -1.91622
69 C 2.80880 2.30474 2.35727
70 Br 1.08998 2.93551 2.73909
71 C 3.84829 2.98807 2.98782
72 F 3.69836 3.88392 3.97177
73 H 0.79459 -2.11624 -0.47689
74 H 1.03318 -4.46295 -0.13920
75 H 2.94208 -5.26259 1.20025
76 H 4.25729 -3.71433 2.47483
77 H 3.77781 -1.24310 2.43104
78 H 1.12637 2.55008 -0.62405
79 H 1.68184 3.47927 -2.83314
80 H 3.03189 1.94956 -4.47609
81 H 3.57230 -0.31342 -3.85146
82 H 3.08642 -1.02790 -1.56514
83 C 2.06705 -0.20054 -9.25439
84 C 1.83694 -0.58039 -7.79348
85 O 2.60632 -0.58559 -6.90374
86 S 0.06381 -0.96735 -7.66207
87 C -0.02365 -0.77408 -5.84328
88 C -0.20000 0.48278 -5.30375
89 C -0.42884 0.59142 -3.95731
90 C -0.41203 -0.50009 -3.14233
91 C -0.18870 -1.77645 -3.62774
92 C 0.01380 -1.88559 -4.99026
93 C -0.64698 -0.35187 -1.72065
94 C -0.93082 -0.51115 -0.56163
95 H 3.10859 -0.10982 -9.50644
96 H 1.60406 0.73659 -9.42317
97 H 1.68794 -1.00699 -9.90486
98 H -0.21566 1.35758 -5.93108
99 H -0.53572 1.58323 -3.47536
100 H -0.11547 -2.61939 -2.98837
101 H 0.14246 -2.88079 -5.39306
102 F -0.97051 4.53351 0.75018
103 B -1.83919 3.59736 0.37620
104 F -2.42641 2.90772 1.47367
105 F -0.97627 2.51301 -0.17200
106 F -2.78824 3.89080 -0.52063

Forces on the atoms, in the same order (eV/Å):
Bi 0.45 -0.06 0.57
C -2.48 -2.55 0.24
O 0.44 0.49 0.19
C 0.63 0.35 1.40
N 1.03 -0.54 0.95
C -0.06 -0.24 -1.98
C 0.47 1.67 1.60
C -1.84 -0.33 -0.52
C -2.42 -1.68 -1.01
C 2.49 0.62 -0.62
C -1.02 -0.89 0.38
C -0.75 1.00 0.80
C -2.28 1.47 -0.50
C -0.22 -1.12 0.54
C 1.70 0.29 1.05
C -0.71 -0.13 -0.79
C 0.32 0.65 0.10
N 1.10 -2.32 0.12
C -1.48 0.28 0.31
N 0.21 0.46 -0.54
C 0.33 0.70 0.30
C -0.27 0.41 -0.04
O 0.66 -0.18 0.76
C -0.84 0.55 -0.06
C 0.43 -0.45 0.93
C 0.06 1.02 0.24
C 0.08 1.20 -1.09
C -0.12 -1.21 -0.53
C 0.42 -0.23 1.38
H 0.58 0.92 0.33
H 0.85 -0.09 -1.17
H 0.50 0.16 -0.44
H 0.84 0.70 0.73
H 0.80 0.02 0.14
H -0.41 0.80 0.62
H 0.33 -0.42 -0.25
H 0.83 -0.05 -0.74
H -0.67 0.29 -0.73
H 0.31 0.03 -0.16
H 0.08 0.09 -0.19
H 0.03 -0.52 -0.43
H -0.39 0.02 -0.40
H 0.45 -0.52 -0.63
H -0.32 0.24 0.35
H 0.15 -0.70 -0.60
H -0.25 -0.31 0.05
H 0.19 0.11 -0.39
H -0.14 -0.21 0.39
F 0.83 0.43 0.37
C -1.66 -0.96 -0.58
C -1.15 1.11 0.65
F 0.44 -0.31 -0.23
C 0.09 -0.91 0.59
F 0.09 0.88 0.34
C -0.67 0.00 0.56
P 1.30 0.14 -1.13
C -0.55 -0.91 -0.85
C 2.05 -0.09 2.74
C 0.38 -0.42 -1.01
C 0.32 -0.24 0.06
C 0.05 -0.74 0.12
C 0.67 1.07 1.07
C -0.58 0.55 -0.99
C -0.84 -1.58 1.60
C -0.52 1.89 -1.12
C -0.17 -0.13 2.16
C -0.54 -0.78 -1.01
C -0.05 2.29 1.17
C 1.07 0.38 0.37
Br -0.37 -0.05 0.06
C 1.41 -0.42 -0.62
F -0.37 -0.29 -0.54
H -2.18 1.07 -2.06
H -0.09 0.11 0.16
H -0.31 0.19 0.29
H 0.11 0.46 0.09
H -0.36 -0.50 -0.57
H 0.82 0.22 -0.79
H 0.71 -1.15 -0.18
H 0.20 0.80 -1.58
H 0.11 0.34 0.21
H 0.57 -2.43 0.36
C 0.84 -1.51 0.35
C -1.20 0.18 -2.22
O 0.87 0.06 1.08
S 0.30 0.14 1.83
C -0.22 -0.86 -0.64
C -0.28 -0.05 -0.48
C 0.21 2.09 0.59
C -0.22 -0.37 1.95
C 0.37 0.83 -1.19
C -0.20 -0.51 -0.52
C -0.03 -0.60 -1.80
C -0.37 0.33 0.97
H 0.59 0.08 0.24
H -0.73 0.78 -0.38
H -0.30 0.53 0.23
H 0.02 0.13 -0.14
H -0.12 -0.68 -0.50
H -0.11 -0.61 0.46
H 0.13 0.05 -0.25
F 0.30 1.32 0.44
B 0.44 -1.11 0.03
F -0.51 0.14 0.73
F -0.08 -0.70 -0.45
F -0.57 0.55 -0.67

---

Entry 4:
Computed, not measured: C3H5NO3 in the gas phase, with ωB97M-V/def2-TZVPD.

Values from the calculation:
* net charge: 0
* relative energy (zero: lowest compared OMol25 entry of this formula, charge and spin): 6.6580 eV
* structure (SMILES): [H]/N=C/C(=O)OOC
* orbital gap: 9.47 eV
* LUMO level: -0.657 eV

Atoms and positions in Å:
1 H -3.38976 1.33955 1.76921
2 N -2.51711 0.81430 1.66231
3 C -2.03246 0.20944 0.64334
4 C -0.98779 -0.65327 1.16627
5 O -0.44507 -0.69261 2.24861
6 O -0.17884 -1.35995 0.32524
7 O 0.09164 -0.86197 -0.89749
8 C 0.95682 0.20475 -0.62056
9 H -2.07585 0.46878 -0.39888
10 H 0.45419 0.72653 0.15207
11 H 1.20175 0.83246 -1.44522
12 H 1.83636 -0.29850 -0.20847

Forces on the atoms, in the same order (eV/Å):
H 0.65 0.47 -1.38
N -1.17 -1.20 0.10
C -0.97 2.34 2.50
C 4.90 -0.46 0.98
O -2.63 0.33 0.46
O -0.28 -3.02 0.72
O -1.33 0.85 -3.61
C 1.13 -1.02 0.99
H -0.69 -0.48 -0.61
H 0.19 1.41 0.70
H -0.17 0.09 -0.92
H 0.37 0.71 0.07

---

Entry 5:
Computed, not measured: a molecular structure, CH10NOPSb, with ωB97M-V/def2-TZVPD.

Values from the calculation:
* net charge: -1
* orbital gap: 6.87 eV
* LUMO level: 3.954 eV

Atoms and positions in Å:
1 C -0.64728 1.77246 1.23020
2 P -0.83548 0.78697 -0.39516
3 O -0.53227 1.75158 -1.81318
4 Sb 0.97074 -0.97394 -0.29874
5 N -0.59580 -2.35320 0.11651
6 H -1.65592 2.24424 1.59213
7 H -0.25637 1.03053 2.07908
8 H 0.22270 2.56065 1.07644
9 H -0.58315 1.08194 -2.58286
10 H 0.74693 -1.16211 -2.01757
11 H 2.19263 0.24831 -0.57804
12 H 1.12086 -0.70509 1.41712
13 H 2.15756 -2.25024 -0.33278
14 H -1.35713 -2.02539 -0.55179
15 H -0.94804 -2.00672 1.05864

Forces on the atoms, in the same order (eV/Å):
C 1.21 0.73 0.53
P -1.93 0.08 0.10
O 0.28 -1.23 -0.56
Sb 1.12 -0.27 0.06
N -1.61 0.99 0.29
H 2.05 -0.68 -0.78
H -0.85 1.36 -1.97
H -1.86 -1.22 0.57
H 0.18 1.45 1.96
H -0.36 -0.02 -0.48
H 0.34 0.19 -0.12
H -0.01 -0.07 0.55
H 0.05 -0.06 0.12
H 1.00 -0.63 1.10
H 0.39 -0.61 -1.38

---

Entry 6:
Computed, not measured: 3 unconnected molecules or ions with the total composition C4H14NO4, with ωB97M-V/def2-TZVPD.

Values from the calculation:
* net charge: +1
* relative energy (zero: lowest compared OMol25 entry of this formula, charge and spin): 0.4948 eV
* orbital gap: 11.44 eV
* LUMO level: -3.084 eV

Atoms and positions in Å:
1 C 2.15762 0.81846 0.96160
2 C 1.20470 0.05657 0.11936
3 C 0.38893 0.86511 -0.94862
4 C 0.48469 0.12557 -2.26781
5 O -0.73336 0.00674 -2.84093
6 O 1.49905 -0.24422 -2.77252
7 N 0.13671 -0.66330 0.97129
8 H 2.47404 0.54422 1.96327
9 H 3.00436 1.32331 0.51653
10 H 1.51679 1.70622 1.26139
11 H 1.69664 -0.72079 -0.46351
12 H -0.57971 1.09387 -0.51643
13 H 0.97705 1.77961 -1.08652
14 H -0.59945 -0.38133 -3.71520
15 H -0.35839 -1.33041 0.32278
16 H 0.48044 -1.03235 1.85184
17 H -0.55922 0.09112 1.14757
18 H -2.72195 0.08224 2.20991
19 H -2.24848 1.59822 1.99849
20 O -1.96911 0.66751 2.13174
21 H -2.38263 -2.70707 0.18354
22 H -1.83024 -1.86476 -0.98457
23 O -2.03848 -1.81452 -0.04320

Forces on the atoms, in the same order (eV/Å):
C -1.50 3.49 1.62
C -0.09 -1.92 -0.88
C 2.03 -0.24 1.13
C -1.24 0.72 -0.23
O 0.14 -0.13 0.27
O 0.21 -0.20 0.17
N 0.63 1.50 -1.90
H 0.02 -1.29 -0.17
H 0.13 -0.50 -0.77
H 0.67 -0.35 -0.14
H 0.25 -0.19 0.33
H -0.33 0.14 -0.69
H -0.42 0.08 -0.13
H -0.04 -0.11 -0.31
H 0.18 0.15 1.51
H -0.03 -0.34 -0.10
H -0.19 -0.82 0.82
H -0.50 0.22 -0.06
H -0.24 -1.03 0.30
O 0.65 1.06 -0.27
H 0.24 0.77 -0.22
H -0.41 0.00 -0.23
O -0.15 -1.01 -0.05

---

Entry 7:
Computed, not measured: C21H21N3O4S in the gas phase, with ωB97M-V/def2-TZVPD.

Values from the calculation:
* net charge: 0
* relative energy (zero: lowest compared OMol25 entry of this formula, charge and spin): 0.0000 eV
* structure (SMILES): O=C(CN1C(=O)CSc2ccccc21)Nc1ccccc1C(=O)N1CCOCC1
* orbital gap: 9.05 eV
* LUMO level: 0.720 eV

Atoms and positions in Å:
1 O -0.34890 -2.23720 -0.38639
2 C 0.64259 -1.77142 -0.91276
3 C 0.63403 -1.19694 -2.33402
4 N 0.58456 0.25516 -2.23115
5 C 1.76576 0.88776 -2.00836
6 O 2.82766 0.28530 -2.01292
7 C 1.68331 2.36289 -1.73774
8 S 0.68034 3.16799 -3.01398
9 C -0.77553 2.22925 -2.67926
10 C -2.02071 2.82071 -2.82545
11 C -3.16876 2.11258 -2.52603
12 C -3.06373 0.81699 -2.04935
13 C -1.82485 0.21651 -1.91312
14 C -0.66105 0.90199 -2.25060
15 N 1.85046 -1.67559 -0.32178
16 C 2.06117 -1.75607 1.06854
17 C 3.16871 -2.44094 1.55386
18 C 3.41054 -2.49370 2.91350
19 C 2.55276 -1.85817 3.79724
20 C 1.45352 -1.16886 3.31832
21 C 1.19108 -1.11868 1.95351
22 C 0.09661 -0.23935 1.43281
23 O 0.36331 0.73447 0.73845
24 N -1.15769 -0.53443 1.81140
25 C -1.58334 -1.77654 2.41904
26 C -2.78407 -1.47970 3.34100
27 O -2.72084 -0.16141 3.82778
28 C -2.91586 0.79291 2.80343
29 C -2.25159 0.34988 1.48637
30 H -0.23124 -1.55539 -2.89102
31 H 1.55449 -1.46358 -2.86087
32 H 2.67922 2.80011 -1.75628
33 H 1.21263 2.52145 -0.76440
34 H -2.07082 3.83971 -3.17609
35 H -4.13568 2.57559 -2.64732
36 H -3.95259 0.26314 -1.78725
37 H -1.76359 -0.78650 -1.52351
38 H 2.61025 -1.27876 -0.87019
39 H 3.83727 -2.92147 0.85574
40 H 4.27359 -3.02538 3.28472
41 H 2.74712 -1.88902 4.85853
42 H 0.80240 -0.64218 4.00147
43 H -1.86464 -2.48579 1.63092
44 H -0.75812 -2.20515 2.98559
45 H -2.76453 -2.12801 4.21817
46 H -3.73241 -1.63983 2.80799
47 H -2.46993 1.71608 3.17887
48 H -3.99194 0.95728 2.63988
49 H -2.96659 -0.18132 0.84941
50 H -1.85683 1.20396 0.93571

Forces on the atoms, in the same order (eV/Å):
O -0.20 -0.05 0.11
C 0.02 -0.25 -0.70
C 0.07 -0.17 0.08
N -0.02 -0.25 -0.19
C 0.28 0.39 0.02
O 0.24 0.01 -0.01
C -0.20 0.25 -0.08
S 0.04 -0.17 0.02
C 0.31 0.10 0.03
C 0.05 -0.11 0.04
C -0.08 0.02 -0.01
C 0.02 0.03 -0.09
C 0.03 -0.03 0.01
C -0.54 0.33 -0.10
N 0.57 -0.03 0.05
C -0.16 -0.09 0.35
C -0.13 0.08 -0.07
C 0.03 0.05 0.05
C 0.04 -0.01 0.07
C 0.02 -0.02 -0.16
C 0.34 -0.02 -0.03
C -0.07 0.04 0.11
O 0.19 0.13 -0.09
N -0.17 0.12 0.17
C -0.05 -0.25 0.12
C 0.00 -0.10 -0.06
O 0.08 0.00 0.25
C -0.06 0.13 -0.17
C -0.07 0.25 0.08
H 0.11 0.02 0.14
H -0.17 0.02 0.05
H -0.04 -0.14 0.01
H 0.10 -0.04 -0.01
H -0.04 0.14 0.01
H -0.10 0.05 -0.01
H -0.07 -0.06 0.04
H 0.04 -0.14 0.05
H -0.27 0.04 0.00
H 0.03 -0.09 -0.08
H 0.07 -0.05 0.03
H 0.02 0.00 0.09
H -0.11 0.03 0.05
H 0.03 -0.01 0.10
H -0.15 0.00 -0.07
H -0.05 -0.04 -0.14
H 0.05 -0.03 0.05
H -0.05 -0.04 -0.10
H 0.11 0.02 0.01
H 0.05 0.03 -0.01
H -0.13 -0.11 0.00

---

Which of these has the lowest orbital gap?
CH10NOPSb

---

Look up the net charge of the first one.
0

---

Number 5 is which compound?
CH10NOPSb